Below is a cluster of 4 separate species, C45H62INO20P in total at a distorted geometry, with properties calculated with wB97M-V/def2-TZVPD.

Last columns: bonded neighbours and bond lengths (Å).
Geometry (Å):
1 C 5.7564 -1.2835 -0.3899  C2 1.547, H39 1.091, H40 1.094, H41 1.092
2 C 4.9341 -2.3344 -1.1731  C1 1.547, C3 1.549, H42 1.096, H43 1.097
3 C 4.2392 -1.7327 -2.4198  C2 1.549, C4 1.544, H44 1.095, H45 1.098
4 C 3.4742 -0.4207 -2.1425  C3 1.544, C5 1.540, H46 1.094, H47 1.097
5 C 2.0952 -0.3338 -2.8221  C4 1.540, C6 1.559, H48 1.094, H49 1.097
6 C 1.1786 0.6911 -2.0864  C5 1.559, C7 1.552, H50 1.098, H51 1.093
7 C -0.3167 0.2824 -2.1625  C6 1.552, C8 1.548, H52 1.099, H53 1.090
8 C -0.7035 -0.5748 -0.9329  C7 1.548, P9 1.927, H54 1.092, H55 1.094
9 P -2.3122 -0.1087 0.0207  C8 1.927, C10 1.920, C13 1.927, C20 1.938, O25 1.780, O38 1.808
10 C -3.3766 -0.1030 -1.5766  P9 1.920, C11 1.551, H56 1.096, H57 1.094
11 C -3.4650 -1.4444 -2.3495  C10 1.551, C12 1.573, H58 1.090, H59 1.095
12 C -3.7414 -1.1121 -3.8614  C11 1.573, H60 1.091, H61 1.100, H62 1.094
13 C -1.9619 1.7858 0.0215  P9 1.927, C14 1.549, H63 1.098, H64 1.091
14 C -0.5431 2.2352 0.4501  C13 1.549, C15 1.557, H65 1.102, H66 1.089
15 C -0.5443 2.9720 1.8216  C14 1.557, C16 1.542, H67 1.094, H68 1.093
16 C -0.0923 4.4435 1.7385  C15 1.542, O17 1.446, H69 1.095, H70 1.095
17 O -1.2106 5.3489 1.8802  C16 1.446, C18 1.341
18 C -1.5576 5.9492 0.7327  O17 1.341, O19 1.173, H71 1.103
19 O -2.6913 6.1385 0.4972  C18 1.173
20 C -3.9380 0.2929 0.9968  P9 1.938, C21 1.565, H72 1.095, H73 1.095
21 C -4.9875 -0.8578 1.1541  C20 1.565, C22 1.529, H74 1.095, H75 1.085
22 C -6.3844 -0.2386 1.1009  C21 1.529, O23 1.174, O24 1.380
23 O -7.1344 -0.1886 2.0022  C22 1.174
24 O -6.7690 0.3369 -0.0935  C22 1.380, H76 0.968
25 O -1.5180 -0.0460 1.6119  P9 1.780, C26 1.399
26 C -1.3304 -1.2980 2.2079  O25 1.399, C27 1.546, C32 1.596, H77 1.097
27 C -0.1208 -1.4488 3.1588  C26 1.546, C28 1.536, H78 1.093, H79 1.090
28 C 0.9455 -0.3618 2.9574  C27 1.536, C29 1.520, H80 1.095, H81 1.090
29 C 2.3574 -0.8419 3.2524  C28 1.520, O30 1.173, O31 1.358
30 O 2.7185 -1.3359 4.2536  C29 1.173
31 O 3.2641 -0.6530 2.2587  C29 1.358, H82 0.966
32 C -1.7163 -2.4553 1.1791  C26 1.596, I33 2.281, C34 1.548, O38 1.333
33 I -3.1355 -3.7143 2.4452  C32 2.281
34 C -0.7228 -3.5752 0.7849  C32 1.548, C35 1.517, H83 1.091, H84 1.091
35 C 0.6308 -3.2008 0.2104  C34 1.517, C36 1.544, N37 1.258
36 C 0.9544 -3.8159 -1.1684  C35 1.544, H85 1.095, H86 1.097, H87 1.089
37 N 1.5045 -2.4873 0.7677  C35 1.258, H88 1.021
38 O -2.4630 -1.8993 0.2244  P9 1.808, C32 1.333
39 H 5.1592 -0.4447 -0.0308  C1 1.091
40 H 6.1525 -1.7761 0.5034  C1 1.094
41 H 6.5703 -0.9575 -1.0412  C1 1.092
42 H 4.2343 -2.8570 -0.5104  C2 1.096
43 H 5.6586 -3.0805 -1.5209  C2 1.097
44 H 3.5829 -2.4934 -2.8561  C3 1.095
45 H 5.0375 -1.5818 -3.1587  C3 1.098
46 H 4.1016 0.4134 -2.4691  C4 1.094
47 H 3.3207 -0.3352 -1.0595  C4 1.097
48 H 1.5977 -1.3023 -2.9283  C5 1.094
49 H 2.2475 0.0646 -3.8332  C5 1.097
50 H 1.3636 1.6552 -2.5776  C6 1.098
51 H 1.5388 0.7780 -1.0577  C6 1.093
52 H -0.4042 -0.3535 -3.0543  C7 1.099
53 H -0.9178 1.1705 -2.3566  C7 1.090
54 H -0.7184 -1.6170 -1.2602  C8 1.092
55 H 0.0933 -0.5534 -0.1831  C8 1.094
56 H -3.0285 0.6402 -2.3024  C10 1.096
57 H -4.4136 0.1874 -1.3830  C10 1.094
58 H -2.5496 -2.0356 -2.3489  C11 1.090
59 H -4.2977 -2.0796 -2.0308  C11 1.095
60 H -4.2252 -0.1423 -3.9912  C12 1.091
61 H -2.7486 -1.0075 -4.3230  C12 1.100
62 H -4.2376 -1.9275 -4.3960  C12 1.094
63 H -2.1687 2.2141 -0.9681  C13 1.098
64 H -2.6450 2.3132 0.6892  C13 1.091
65 H -0.1891 2.9799 -0.2810  C14 1.102
66 H 0.2269 1.4683 0.5137  C14 1.089
67 H -1.5348 2.9766 2.2860  C15 1.094
68 H 0.1252 2.4855 2.5361  C15 1.093
69 H 0.5792 4.6406 2.5811  C16 1.095
70 H 0.4633 4.6434 0.8158  C16 1.095
71 H -0.7997 6.2948 0.0103  C18 1.103
72 H -4.4857 1.1531 0.5974  C20 1.095
73 H -3.6594 0.5897 2.0135  C20 1.095
74 H -4.9755 -1.6088 0.3574  C21 1.095
75 H -4.9182 -1.2597 2.1593  C21 1.085
76 H -6.4591 -0.2115 -0.8285  O24 0.968
77 H -2.1753 -1.3385 2.9060  C26 1.097
78 H 0.3409 -2.4306 3.0281  C27 1.093
79 H -0.4806 -1.4262 4.1871  C27 1.090
80 H 0.7557 0.4462 3.6710  C28 1.095
81 H 0.9358 0.0570 1.9507  C28 1.090
82 H 2.7878 -0.4719 1.4376  O31 0.966
83 H -0.5429 -4.1745 1.6791  C34 1.091
84 H -1.2237 -4.2433 0.0820  C34 1.091
85 H 1.4272 -4.7961 -1.0435  C36 1.095
86 H -0.0070 -3.9898 -1.6668  C36 1.097
87 H 1.5449 -3.1350 -1.7804  C36 1.089
88 H 2.2989 -2.4230 0.1288  N37 1.021
89 C 4.7626 4.0231 2.8443  C90 1.337, C95 1.460, H99 1.081
90 C 5.8695 4.7302 3.0932  C89 1.337, C91 1.500, O98 1.336
91 C 7.2125 4.0745 3.2194  C90 1.500, O92 1.219, C93 1.456
92 O 8.1867 4.7774 3.4283  C91 1.219
93 C 7.2865 2.6264 3.0907  C91 1.456, C94 1.341, H100 1.081
94 C 6.1775 1.9138 2.8449  C93 1.341, C95 1.498, O97 1.329
95 C 4.8414 2.5728 2.6915  C89 1.460, C94 1.498, O96 1.212
96 O 3.8882 1.8650 2.4501  C95 1.212
97 O 6.1917 0.5901 2.7230  C94 1.329, H101 0.985
98 O 5.8502 6.0579 3.2428  C90 1.336, H102 0.977
99 H 3.7893 4.4841 2.7484  C89 1.081
100 H 8.2573 2.1645 3.2015  C93 1.081
101 H 5.2622 0.3145 2.5510  O97 0.985
102 H 6.7767 6.3174 3.4109  O98 0.977
103 C 2.0432 -7.2040 -5.2170  C104 1.339, C109 1.457, H113 1.081
104 C 2.2272 -6.1982 -4.3529  C103 1.339, C105 1.499, O112 1.332
105 C 2.3202 -4.7745 -4.8124  C104 1.499, O106 1.216, C107 1.458
106 O 2.4698 -3.9019 -3.9786  C105 1.216
107 C 2.2312 -4.5051 -6.2422  C105 1.458, C108 1.338, H114 1.081
108 C 2.0504 -5.5109 -7.1052  C107 1.338, C109 1.499, O111 1.334
109 C 1.9309 -6.9323 -6.6442  C103 1.457, C108 1.499, O110 1.218
110 O 1.7494 -7.8026 -7.4761  C109 1.218
111 O 1.9651 -5.3128 -8.4214  C108 1.334, H115 0.977
112 O 2.3368 -6.3989 -3.0412  C104 1.332, H116 0.978
113 H 1.9723 -8.2342 -4.8979  C103 1.081
114 H 2.3165 -3.4760 -6.5622  C107 1.081
115 H 1.8336 -6.1975 -8.8145  O111 0.977
116 H 2.4591 -5.5135 -2.6434  O112 0.978
117 C -7.0954 3.7396 4.0141  C118 1.339, C123 1.456, H127 1.081
118 C -7.1473 3.9037 2.6865  C117 1.339, C119 1.501, O126 1.331
119 C -6.0303 4.5615 1.9306  C118 1.501, O120 1.216, C121 1.460
120 O -6.1278 4.6666 0.7233  C119 1.216
121 C -4.8806 5.0484 2.6879  C119 1.460, C122 1.337, H128 1.083
122 C -4.8340 4.8840 4.0142  C121 1.337, C123 1.497, O125 1.338
123 C -5.9374 4.2048 4.7648  C117 1.456, C122 1.497, O124 1.220
124 O -5.8290 4.0703 5.9724  C123 1.220
125 O -3.8034 5.3136 4.7517  C122 1.338, H129 0.976
126 O -8.1853 3.4952 1.9610  C118 1.331, H130 0.977
127 H -7.8924 3.2652 4.5689  C117 1.081
128 H -4.0870 5.5355 2.1353  C121 1.083
129 H -4.0192 5.0675 5.6714  O125 0.976
130 H -7.9691 3.7251 1.0359  O126 0.977

Its charge is -1. For the energy, the calculation gives -3950.516135 hartree. The calculation puts the strongest force on any atom at 2.66 eV/Å.

Atom charges from the Mulliken analysis, given in e for atoms 1 to 99: -1.21 -0.46 0.41 0.63 -0.62 -0.42 -1.50 -0.50 2.39 -1.39 0.09 -1.34 -2.07 1.73 -0.38 -0.85 -0.30 0.06 -0.45 -2.07 0.12 -0.17 -0.57 -0.52 -0.41 0.53 -2.40 2.14 -0.18 -0.63 -0.31 -1.18 -0.15 -1.69 0.66 -1.52 0.03 0.07 0.09 0.43 0.41 0.26 0.49 -0.62 0.62 0.43 -0.98 0.04 0.30 0.69 -0.24 0.65 0.41 0.92 -0.71 0.75 1.19 -0.21 0.42 0.28 0.26 0.42 0.34 0.99 0.88 -1.94 0.29 -0.13 0.30 0.44 0.41 1.13 0.45 0.12 0.37 0.42 0.87 0.57 0.32 1.00 -1.54 -0.02 0.86 0.40 0.35 0.36 0.57 -0.54 -1.34 0.51 0.94 -0.64 -0.81 0.34 0.75 -0.20 -0.58 -0.59 0.52